# 1
C5H10NOS | ωB97M-V/def2-TZVPD

Energy in eV: -19719.5117
Highest occupied orbital energy in Eh: -0.096
Charge: -1
Relative energy (zero: lowest compared OMol25 entry of this formula, charge and spin) in kJ/mol: 196.2
Multiplicity: 1

Element x y z (Å)
C 1.9540 0.3682 -0.1061
H -1.9820 1.5210 -0.8552
O 0.2229 -1.2891 1.3433
H -3.4774 -0.3189 0.8052
C -1.5948 0.5668 -0.7477
H -0.5901 0.4007 -1.3494
N -1.4429 0.0842 0.6946
C 0.8806 0.9044 0.7940
H 2.1673 -0.7054 0.1073
C -0.1039 -0.1743 1.0408
H 0.3930 1.6668 0.2265
H 2.8327 0.9606 -0.0154
H 1.3271 1.4069 1.6656
H -2.1857 -1.9604 0.6177
H -2.4584 -0.0349 -1.0012
S 1.4364 0.1998 -1.8993
H -2.4587 -1.1171 2.1906
C -2.5081 -0.8807 1.0839



# 2
C28H49F5O11P2S | ωB97M-V/def2-TZVPD

Energy in eV: -95332.1001
Highest occupied orbital energy in Eh: -0.350
Charge: 0
Multiplicity: 1

Element x y z (Å)
O 2.2273 1.1045 0.1656
O -3.7048 -4.8349 3.0990
O -1.8677 -4.8869 1.6509
H 4.9080 6.5184 2.2617
O -2.4873 -7.0224 0.9825
O -0.4226 -3.0230 -4.3165
H -2.4953 -3.1412 -4.4136
H 2.8305 -4.2317 -6.0796
C -2.5583 4.9634 0.5049
C 1.9038 1.8988 1.2092
O 0.9287 -1.5198 -5.4951
C -2.8791 -4.1736 4.0581
C 2.4106 5.3146 -0.5239
C -4.5093 5.5329 2.5892
H -2.6185 -3.9914 -6.6757
C 6.1403 2.6782 2.7106
C 4.9548 6.1821 -0.0589
H 6.5468 4.5809 3.9221
C -1.6356 -3.6758 -6.3139
H 4.3040 7.1728 -0.1263
H -3.4916 -4.0549 4.9584
H -3.2598 -2.2809 3.0550
C -2.9139 3.1139 2.6074
H -0.9956 -9.7203 2.6050
H -2.6247 -2.3866 0.6921
H 2.2323 -2.5525 -4.1982
C -3.7186 5.9473 1.1762
H 6.6145 2.1429 3.6382
H -0.6124 -1.6667 -1.1153
C 0.0726 -0.8369 -0.9121
C -4.0720 4.1114 3.2787
H 6.8022 2.4864 1.7387
H 6.4790 7.0852 1.3864
H -0.5564 -8.0870 2.0546
S 0.7085 3.3401 0.8427
C -0.9578 2.5118 0.6267
C -2.4465 -2.7961 3.5818
F -4.1960 8.4937 1.5301
H -3.8591 -3.6263 0.4780
H 1.4393 0.4360 -1.9818
F -1.2268 2.0159 -0.7582
C 1.3686 4.0639 -0.7652
C 2.0342 -2.3928 -5.2616
C -1.8200 -4.3567 0.3324
H -2.5641 -8.5260 4.3258
C -1.6053 -3.6480 -4.7986
C -2.3471 -8.1801 3.3104
H -1.4019 -2.6938 -6.7379
H -0.2252 0.5969 -2.5190
H -1.9401 -5.1522 -0.4092
H 1.4149 -3.6033 -6.9600
H -2.0036 -4.7632 4.3435
H 2.9138 -1.8903 -5.6784
H -2.7157 2.1110 3.1820
H -2.0410 5.2992 -0.4978
C 0.5235 -0.1289 -2.1816
H 5.7875 6.2723 -0.8773
H 4.4236 4.3039 -1.2374
P -3.0623 -5.9893 1.9821
H 0.9362 -1.2706 -0.3945
H -0.4185 -0.1364 -0.2300
C -0.9669 -8.6642 2.8897
H -5.3498 6.2471 3.0247
C -2.8775 -3.2900 0.1287
P -0.3687 -1.3656 -4.3611
C 5.9235 4.3180 2.9539
H 1.2161 -4.4012 -5.3970
C 3.9751 4.8514 -0.2915
H -1.5975 -2.8566 2.8987
C -2.1124 3.5326 1.2050
O 0.8021 -1.0794 -3.2064
H 0.4461 4.4123 -1.4211
H -0.2585 -8.5521 3.7188
C -4.2103 7.3850 0.5045
O -2.3948 -6.7557 3.3061
H -1.6247 -4.6711 -4.4093
H -0.8252 -3.9250 0.1819
F -3.4753 7.7533 -0.7276
F -5.6710 7.1939 0.1768
H -2.9536 -3.0170 -0.9280
H 2.4166 6.0231 -1.4805
H 5.0812 2.2185 2.5185
O 6.4388 4.9748 1.7403
H 4.7706 4.4624 3.1264
C 1.8614 -3.7293 -5.9655
H -2.1339 -2.1762 4.4318
H 1.9618 3.2170 -1.3514
F -0.9615 1.2834 1.5017
O -1.5297 -1.2275 -3.3462
O 2.4858 1.6604 2.5403
C 5.6787 6.2045 1.4186
H 2.1278 5.9952 0.4060
H -3.1281 -8.5962 2.6638
H -0.8929 -4.3808 -6.6996
H -4.6331 3.7894 4.2561
H 4.1287 4.1282 0.6302



# 3
C4H4Li2MnO2 | ωB97M-V/def2-TZVPD

Energy in eV: -40017.0345
Highest occupied orbital energy (spin up / spin down) in Eh: -0.508 / -0.522
Charge: +2
Relative energy (zero: lowest compared OMol25 entry of this formula, charge and spin) in kJ/mol: 367.9
Multiplicity: 6

Element x y z (Å)
H -0.2384 0.8133 1.7792
Mn 1.3996 -1.6933 0.0462
C 0.5056 0.9870 0.9831
O -1.9730 -1.0972 -1.7391
Li -2.2067 -2.0474 -0.1028
C -0.9570 -0.4467 -1.3335
H 0.4800 2.0099 0.5795
H 2.4522 1.4338 1.8745
Li -3.2666 -0.4505 -2.8911
C 1.7983 0.6347 1.4886
O 2.3312 -0.4936 1.2517
H -0.2602 0.6765 -1.5462
C -0.0648 -0.3265 -0.3902



# 4
C5H5ClNO2 | ωB97M-V/def2-TZVPD

Energy in eV: -23374.4789
Highest occupied orbital energy in Eh: -0.139
Charge: -1
Relative energy (zero: lowest compared OMol25 entry of this formula, charge and spin) in kJ/mol: 8.7
Multiplicity: 1

Element x y z (Å)
H -0.5897 -0.6175 -1.7299
H -2.2074 1.1341 -0.1200
Cl -2.0318 -1.7514 -0.2776
C -0.7792 -0.4987 -0.6205
O 2.9162 -0.8614 0.4511
C 0.4719 -0.7322 0.3504
H -0.6474 1.6702 -0.8904
C -1.0868 0.9417 -0.2278
C -0.4807 1.1135 1.1057
N 0.4074 0.2567 1.3839
H -0.6464 1.9740 1.6399
O 2.0175 -0.2399 -1.5176
C 2.0669 -0.5920 -0.3625
H 0.5894 -1.7969 0.8153



# 5
C27H72O28S9V | ωB97M-V/def2-TZVPD

Energy in eV: -209679.1448
Highest occupied orbital energy (spin up / spin down) in Eh: -0.518 / -0.518
Charge: +2
Relative energy (zero: lowest compared OMol25 entry of this formula, charge and spin) in kJ/mol: 693.0
Multiplicity: 2

Element x y z (Å)
H 10.6880 27.2515 10.9934
S 14.3666 19.1596 10.8180
S 10.1938 24.6694 9.7895
H 9.3161 19.0138 16.4292
H 10.5879 26.8857 13.3464
O 8.9674 25.1345 9.1185
C 9.8254 22.4859 13.6740
H 7.4819 18.1525 5.2130
O 10.2746 20.0339 13.9152
H 11.5641 26.6129 9.0456
H 8.8721 25.4238 4.8254
O 11.1320 17.2333 11.4508
H 15.8811 23.9681 13.5762
H 15.7628 25.3724 6.6099
O 11.2649 19.4902 7.9596
O 15.6013 23.2720 9.3767
H 10.5934 17.7930 16.3825
C 6.8328 20.1409 6.0158
H 13.0789 16.3039 7.3300
H 9.7649 21.3847 4.6455
H 8.9271 26.6449 7.1169
H 12.4298 16.9734 8.8550
O 13.0192 19.5100 10.4104
H 5.5811 17.8215 13.0379
O 9.0974 21.0239 8.9246
C 9.0979 16.2232 9.9751
H 5.9247 18.1647 6.0938
H 14.3930 24.5019 6.6645
H 14.5402 24.6851 15.2202
H 12.9095 20.2319 6.1714
C 13.9294 25.2763 14.5380
H 7.2115 23.1987 9.2013
H 11.6783 25.1500 8.0602
H 13.7800 18.8667 5.5889
S 11.3004 18.2242 7.1617
C 16.1282 16.0777 9.3189
H 17.1737 15.8268 9.1401
O 12.1126 23.5473 5.1510
H 12.5373 25.3579 9.6915
O 12.4118 21.4037 13.7941
O 10.1399 17.3361 7.2226
H 8.8149 15.3541 10.5689
S 9.8826 17.6946 10.9225
H 15.2157 22.3367 13.2510
C 9.7082 22.4699 4.5600
O 10.8540 21.1485 11.6768
C 10.0306 18.5067 15.7808
H 11.7607 20.4645 3.9242
H 7.5976 19.3438 12.4175
C 6.6510 17.6167 13.0759
H 13.9152 17.4813 12.5495
H 7.0444 18.4193 11.0143
H 10.3296 23.3301 14.1443
C 7.4423 18.3385 12.0259
C 15.4897 23.2962 12.8124
V 11.2723 21.0770 9.4627
C 11.6491 25.5268 9.0826
H 11.4387 20.1126 15.6783
H 13.5900 17.8380 7.8962
C 17.4162 21.6264 8.3586
O 8.7171 17.7315 12.1916
H 13.6984 19.2778 13.1408
O 14.1866 25.4182 11.5983
H 6.7292 16.5308 13.1291
O 10.9139 22.3298 7.0764
H 14.9461 23.2191 4.4565
O 14.8727 17.7030 10.1435
C 6.9245 18.5953 6.0384
O 12.6780 21.8396 9.0412
C 14.2729 18.5081 12.6254
O 9.8708 18.9535 10.2051
H 5.9622 22.6686 8.3059
O 13.1656 23.0940 11.4239
O 10.2024 25.2668 11.2741
O 10.5549 23.2290 9.9328
H 15.6373 16.3483 8.3840
H 9.0887 27.5897 5.5509
C 12.7344 19.9832 4.0153
S 13.9348 24.0952 12.1645
H 15.3067 18.3977 12.9529
H 12.9174 19.2680 3.2133
C 15.4267 24.3700 6.3448
C 16.2022 17.2624 10.3227
O 15.4741 20.0765 10.7795
O 11.8561 18.4868 5.5931
O 14.8949 21.5773 7.5176
S 11.0690 21.2228 13.1680
H 8.9622 26.8416 10.8930
C 12.8509 19.4189 5.4477
H 8.6776 22.7010 4.8289
C 15.3432 24.1741 4.8006
C 12.7083 17.2010 7.8261
H 18.0200 21.5749 7.4526
S 15.8652 22.4789 8.1286
H 16.0377 23.2913 11.8702
H 16.8926 18.0612 10.0519
H 9.1289 22.0213 14.3720
H 16.2779 16.9866 11.3745
H 11.8709 25.2875 15.1869
H 18.0702 22.0146 9.1394
H 8.1344 16.5594 9.5921
H 9.1587 27.8208 12.8630
H 7.3503 18.3255 7.0049
S 7.8145 20.9760 8.2847
H 7.3981 23.0898 7.3222
H 11.7184 18.9520 14.5326
H 15.7852 15.1326 9.7401
H 9.2210 22.7234 12.7986
H 10.5035 27.3017 6.6833
H 10.6802 25.7385 4.8758
O 13.2010 24.3262 13.6208
H 8.9773 26.0718 13.1832
H 7.1478 17.9892 13.9717
H 13.4025 20.8274 3.8445
H 14.7283 25.0220 4.4988
H 14.4547 26.0792 14.0208
O 7.9510 20.6688 6.6551
H 13.1246 25.9989 16.4101
O 16.3791 23.5632 6.9606
S 10.8698 23.1991 5.8272
H 9.7770 15.9976 9.1529
H 12.4892 26.7556 14.8513
O 10.0517 24.5552 6.3537
C 12.7819 25.8519 15.3859
O 6.7507 20.0813 8.7844
H 9.5619 17.8196 15.0763
C 9.7500 25.6378 5.4350
H 17.2062 20.5854 8.6039
H 5.9047 20.4782 6.4771
C 7.0514 22.6653 8.2643
C 9.9069 26.5956 11.3778
H 6.8871 20.4647 4.9764
H 9.9482 22.9101 3.5921
C 10.8794 19.4312 15.0372
C 9.6435 26.8464 12.8035
C 9.5622 26.9301 6.2782
H 16.2379 24.3513 4.2038



# 6
C2H7N3S | ωB97M-V/def2-TZVPD

Energy in eV: -17488.3751
Highest occupied orbital energy (spin up / spin down) in Eh: -0.263 / -0.343
Charge: 0
Relative energy (zero: lowest compared OMol25 entry of this formula, charge and spin) in kJ/mol: 0.0
Multiplicity: 3

Element x y z (Å)
H -0.6501 -1.5093 1.1331
H 1.2635 -0.6561 -1.1482
C -0.3849 -1.2475 0.0610
S -2.5610 0.2650 0.1697
H 1.8599 -1.2747 0.3081
H 1.0918 1.0475 1.2921
H -0.1551 -2.1402 -0.4488
H 0.5855 2.6197 0.0381
N 1.2217 0.8490 0.3283
N 0.7894 1.8045 -0.4757
C 1.0946 -0.5624 -0.0822
H -2.8665 1.3125 -0.5417
N -1.2887 -0.5080 -0.6338



# 7
C30H86N4O18 | ωB97M-V/def2-TZVPD

Energy in eV: -75314.7067
Highest occupied orbital energy in Eh: -0.334
Charge: 0
Relative energy (zero: lowest compared OMol25 entry of this formula, charge and spin) in kJ/mol: 143.4
Multiplicity: 1

Element x y z (Å)
H 7.3859 -1.8189 -3.4311
H -1.7711 2.5099 3.7603
H 5.9866 -1.7741 -0.3201
C 5.5556 -1.8489 -2.3086
H 7.2398 -2.1279 -1.2094
H -2.8478 -0.5471 0.8947
H 4.6271 -3.5689 -3.1280
O -1.7145 -1.1161 4.3392
H 3.3507 -1.2378 -7.1387
H 1.1507 4.5847 1.3964
H -1.6472 -4.4131 1.4042
H -4.5948 -2.5763 5.8334
H -0.7724 -3.5345 -1.3986
O -3.0371 1.0439 3.1431
H 0.1018 3.1563 -2.5549
H -10.1544 -1.3191 3.3288
C -1.8394 3.4024 -1.7123
H -0.7889 -2.3831 -5.7131
H 0.6352 2.7356 3.1363
C -2.9627 -1.6608 6.3617
H -5.0794 2.2816 2.4257
H -0.9326 0.8896 0.2283
O -2.7061 -3.9458 -0.8711
H -9.7244 -2.9636 3.9606
H 2.0484 4.5021 -4.0660
O 0.6666 -1.6744 -3.7492
O -2.2877 -0.6453 0.1226
H -1.0752 -5.2169 -0.9779
H -0.2337 -0.1241 -4.7920
H 3.5844 1.5893 0.1841
H 2.6955 -4.2043 -2.0883
C 6.3383 -1.5391 -3.5679
C 3.0850 4.1864 -4.2494
H 1.7886 3.4672 4.2610
H 4.4791 -0.1227 -5.0442
H 4.8518 2.8405 -0.0345
H 6.0327 -3.9414 -2.0545
H 2.3889 -3.6611 -0.4443
C 3.4484 -0.0716 -5.4013
O -8.3534 -2.0994 2.6665
C -0.5011 -0.9695 -4.1395
O 2.4034 3.1462 2.2676
H -2.8335 -3.5860 -1.7517
O -4.9880 3.1326 2.8664
H -0.0660 5.7504 -2.6908
N 5.7232 1.6937 -2.4438
H -6.1836 0.6569 4.1698
O 0.7974 0.3304 -1.1303
H 0.9802 0.2046 2.4696
H 2.8452 3.2136 -1.6308
H -2.3613 3.0229 -2.5949
H 5.2528 1.1532 0.1407
H -1.0067 -0.8258 6.2608
O 4.3354 -3.4880 -1.0454
O 0.3604 -4.3466 1.0215
H 3.7193 0.9470 -2.0014
H 2.8703 1.1323 -3.9835
H -1.0795 -2.8460 1.0133
H -3.4481 4.3859 3.3440
C 5.1465 -3.3201 -2.1950
C 4.4010 1.8013 -1.8373
C 2.0180 0.3545 2.7695
C 4.5260 1.8307 -0.3103
H 0.0461 4.2807 -1.1689
N 1.4393 1.0307 5.0998
C -3.5850 3.3894 2.9279
H 2.5488 0.6446 1.8614
H 0.8102 -1.3439 0.0523
C -1.9364 -0.7814 5.6850
O 3.8598 -2.4665 -5.6057
N 6.4573 -1.4743 -1.1755
H -3.1807 -1.3298 7.3826
H -1.6576 -2.7404 -4.2536
O -2.6922 4.3637 -1.0834
C 2.9619 -3.4446 -1.3463
C -0.9547 -3.8939 0.7277
H -2.5481 -2.6740 6.4630
O -2.4641 -1.2035 -5.4299
H 2.0093 -1.5734 -6.0500
H 4.2980 -2.9315 -6.3200
H -0.4221 -1.3446 -1.2598
C 0.0968 -0.7339 -0.5116
H 2.6254 -2.4664 -1.7167
H 3.3291 4.1378 -5.3055
H -3.1820 2.3529 4.7527
H 4.4159 3.8898 -2.2092
H -4.5411 -1.7917 1.9484
C 1.7004 2.7520 3.4323
H -0.8421 -0.3355 1.4760
H -1.7067 2.5999 -0.9851
O 3.3289 2.9344 -3.6389
H -3.1946 3.4104 1.9011
H 3.6429 5.0070 -3.7808
C 3.0802 -1.3713 -6.0849
H -1.0178 -0.4689 -3.3115
H 0.4036 -4.6315 1.9354
H -6.6338 -0.3977 1.9789
C -1.2994 -4.1854 -0.6931
H 2.2168 5.1379 2.7325
H 1.4354 -0.0455 -1.7437
H 6.2418 0.8922 -2.0925
C -9.6888 -2.2854 3.1058
H -6.0213 -2.8601 2.0569
H 5.5375 1.4846 -3.4227
H 4.6851 -1.2005 -2.1913
O 2.4946 0.3534 -4.4296
O -0.6083 5.0204 -2.9956
C 2.1775 1.3929 3.8674
H 3.4551 0.7187 -6.1660
H 2.9013 4.7136 1.1373
N -5.5183 0.0060 3.7544
H -3.9650 0.7403 3.2865
H -2.2645 0.2620 5.8149
H -10.2242 -2.6799 2.2440
C -5.4148 -2.0824 2.5250
H 1.3754 -1.0212 -3.6738
H -8.0664 -0.5206 4.0447
C -7.5588 -1.3830 3.5889
O -4.1737 -1.7457 5.6002
H -3.1534 -1.8370 -5.6412
H -7.2953 -2.1012 4.3844
H 3.2254 1.4686 4.1686
H -2.9481 4.9801 -1.7762
C -0.4847 3.9378 -2.0605
C 2.1328 4.4685 1.8705
C -2.8449 2.3194 3.7052
C 3.7229 3.0467 -2.2666
H -5.0842 -2.6083 3.4300
H 1.5828 0.0342 5.2658
H 6.0466 -2.0785 -4.4686
H 2.4049 -0.6077 3.1145
H 6.2517 -0.4777 -3.7711
C -0.9736 -0.2008 0.4010
H -5.1606 -0.5498 4.5347
C -6.2903 -0.8994 2.8873
H 0.4545 0.9842 4.8138
C -1.3710 -1.9096 -4.9142
H -2.2571 -0.5038 3.8253



# 8
C6H10N2O2 | ωB97M-V/def2-TZVPD

Energy in eV: -13456.8289
Highest occupied orbital energy in Eh: -0.364
Charge: 0
Relative energy (zero: lowest compared OMol25 entry of this formula, charge and spin) in kJ/mol: 300.3
Multiplicity: 1

Element x y z (Å)
N 0.5380 -1.6014 -1.3064
H -0.0534 0.2719 -2.1599
H -1.0440 -1.5140 1.6228
C -0.3798 0.4786 -0.0126
N -0.1878 -1.1040 1.9860
H 1.0868 2.1667 -0.1231
C 0.1778 -0.0744 1.2864
H 1.1892 -0.4766 2.6594
C 0.3103 -0.1665 -1.2254
H -2.1154 -0.8161 -0.1732
H -2.2817 0.7739 -0.9718
O 1.2712 0.4024 1.8218
H -2.4015 0.6582 0.7924
H 0.3622 -2.0621 -0.4149
C -0.0009 1.9608 -0.0572
C -1.8882 0.2547 -0.0895
O -0.8167 2.8480 -0.0532
C 1.6898 -0.7023 -1.2076
H 2.2422 -0.6769 -0.2670
H 2.3020 -0.6210 -2.1069



Number 4 is which compound? C5H5ClNO2